22
Properties=species:S:1:pos:R:3:forces:R:3:mulliken_spin:R:1 method="wB97M-V/def2-TZVPD" e_tot_ha=-802.73216 largest_force_ev_per_a=5.5 total_charge=+1 spin_multiplicity=3
C 0.413183 1.672309 -1.531610 -1.73 -3.04 -1.44 0.0496
C -1.849644 -2.113385 0.963176 -1.19 0.61 0.35 0.5633
C 0.308975 2.053038 -0.078414 -0.54 2.52 -0.17 -0.0340
C 0.010289 0.278125 1.525127 0.05 -1.77 -0.33 0.1986
C 0.761890 -2.952584 0.725030 1.38 3.62 1.08 0.0929
N 0.869609 1.109845 0.856949 1.99 0.46 0.29 0.6073
N 0.562248 0.405099 -1.751945 0.71 1.60 1.76 0.0374
N -0.077758 2.526910 -2.496621 1.42 3.17 4.26 0.0116
F 0.895504 -3.024955 2.073381 0.53 -0.91 1.45 0.0162
P -0.381187 -1.450359 0.548885 0.04 -1.71 -3.17 0.3898
H -2.119526 -3.179686 1.044903 0.65 0.67 0.04 0.0265
H -2.671542 -1.418384 0.875219 -0.41 -0.13 0.24 0.0111
H 0.797034 3.067074 -0.061045 0.00 -0.88 0.84 0.0255
H -0.783571 2.273463 0.165874 1.40 -0.58 -0.30 0.0027
H 0.023826 -0.225307 2.451498 1.71 0.38 1.71 0.0083
H -0.944318 0.652343 1.425806 -2.33 0.76 -0.34 0.0186
H 1.728143 -2.728197 0.300199 0.39 0.04 -0.24 -0.0005
H 0.415810 -3.844173 0.329919 -1.42 -1.52 -0.95 0.0077
H 1.920838 1.118859 1.018113 -1.83 -0.22 -0.32 -0.0297
H 0.452465 0.130841 -2.696649 -0.02 -0.23 -1.27 -0.0036
H -0.048260 3.582651 -2.383584 -0.16 -2.25 -0.60 -0.0006
H -0.284005 2.066472 -3.304212 -0.62 -0.62 -2.87 0.0013

---

20
Properties=species:S:1:pos:R:3:forces:R:3:nbo_charge:R:1 method="wB97M-V/def2-TZVPD" largest_force_ev_per_a=3.0 total_charge=+1 relative_energy_ev=1.353
C 0.623141 -0.623982 0.427053 -0.10 -0.65 -1.19 0.5756
C -1.727227 -0.336870 0.183213 -0.22 -0.09 2.37 -0.6181
C 0.069238 1.695319 0.320426 -1.15 2.30 0.17 -0.6354
C -0.173916 0.464097 -1.721719 0.47 -2.67 -0.02 -0.6084
C -0.340032 0.313278 -0.187949 -1.05 -0.03 -1.47 -0.1254
N 1.109488 -1.622067 -0.273931 0.60 -1.36 2.25 -0.7096
N 0.850583 -0.493369 1.696461 0.52 -0.39 0.11 -0.7301
I 1.999183 -3.284425 0.561017 -0.05 0.38 -0.16 0.4263
H -2.046241 -1.399101 -0.102006 1.37 1.37 -0.20 0.2545
H -1.606519 -0.391409 1.332280 -1.24 0.22 -1.60 0.2112
H -2.578770 0.286165 -0.140133 0.53 0.04 0.42 0.2519
H -0.408645 2.461547 -0.399860 0.74 -0.92 1.65 0.2563
H 1.141884 1.726279 0.149045 0.19 0.39 -0.12 0.2213
H -0.056519 2.057242 1.406343 -0.40 -0.77 -1.55 0.2289
H -0.689780 1.354176 -2.104610 -0.37 -0.82 -0.01 0.2539
H 0.893225 0.709553 -1.819959 -0.13 -0.32 -0.73 0.2111
H -0.450160 -0.602796 -2.217921 0.56 2.90 0.62 0.2263
H 1.281607 -1.579100 -1.226598 -0.32 0.37 -2.07 0.4358
H 0.566440 0.413984 2.056076 0.33 -0.66 0.76 0.4459
H 1.543018 -1.148522 2.062770 -0.29 0.72 0.77 0.4281

---

18
Properties=species:S:1:pos:R:3:forces:R:3:nbo_charge:R:1 method="wB97M-V/def2-TZVPD" largest_force_ev_per_a=4.8 total_charge=+1 relative_energy_ev=5.613
C -0.340546 1.852824 1.510180 1.64 0.23 -0.17 -0.4880
C 0.715312 1.503460 0.815121 -2.55 -3.24 -0.18 0.2705
C 1.940505 1.812272 0.125154 0.59 -2.66 -0.86 -0.7217
C -1.358846 -2.257375 -1.095531 3.05 0.03 2.96 -0.3985
C 0.212902 -0.790540 0.259459 2.75 3.04 -0.59 -0.3638
N -0.812358 -0.855064 -0.737752 -0.91 -2.32 0.99 -0.5041
H -1.268343 1.382989 1.474636 -1.20 -1.46 -0.10 0.2204
H -0.403568 2.608012 2.254346 0.57 1.33 0.16 0.2529
H 1.613249 1.825164 -0.982260 1.12 0.39 1.59 0.2561
H 2.722840 0.942567 0.309745 -1.42 2.07 -0.49 0.2624
H 2.247752 2.752051 0.532004 0.73 0.83 -0.26 0.2675
H -1.709388 -2.920187 -0.260706 0.41 1.36 -0.44 0.2537
H -2.007366 -2.132197 -1.825008 -3.62 0.60 -3.15 0.2144
H -0.522134 -2.659888 -1.552114 1.59 -1.57 -0.70 0.2180
H 1.155183 -1.208158 -0.145760 -0.67 0.12 0.55 0.2071
H -0.117023 -1.089767 1.191433 -0.40 -0.83 1.75 0.2017
H -0.429840 -0.308775 -1.468463 -0.26 0.23 -1.73 0.4355
H -1.638331 -0.457388 -0.404483 -1.43 1.83 0.69 0.4161

---

18
Properties=species:S:1:pos:R:3:forces:R:3:nbo_charge:R:1 method="wB97M-V/def2-TZVPD" largest_force_ev_per_a=3.5 total_charge=+1 relative_energy_ev=1.750
C -1.393272 0.140745 0.720320 -1.95 1.00 -0.09 -0.2179
C -0.273884 -0.837822 0.696869 2.67 0.73 2.07 -0.5084
C 0.961111 -0.391802 -0.147939 -1.79 -1.72 -0.20 -0.0250
C 1.277517 -1.166717 -1.184438 0.18 0.17 -0.47 -0.3690
C 1.666015 0.789982 0.405133 1.79 0.45 -1.22 -0.7029
N -1.694438 0.694859 -0.699755 0.03 -0.86 1.14 -0.6867
H -2.357549 -0.220440 1.088177 0.16 -0.64 -0.31 0.2409
H -1.298270 0.991200 1.399058 0.82 0.23 -0.51 0.2346
H -0.499679 -1.890594 0.850397 -0.31 -0.06 -1.16 0.2637
H 0.217264 -0.628401 1.658783 -0.54 -0.34 0.46 0.2539
H 0.794830 -2.121775 -1.359561 -0.39 0.23 0.05 0.2123
H 2.034323 -0.952631 -1.927269 0.43 0.19 0.34 0.2180
H 1.872682 1.545042 -0.361422 -0.82 0.42 0.13 0.2471
H 1.242522 1.184241 1.317042 -0.10 0.27 0.01 0.2255
H 2.735007 0.564833 0.563297 -0.44 -0.47 0.59 0.2701
H -0.787243 0.755107 -1.171386 -0.07 0.30 -0.33 0.4589
H -2.258735 -0.011071 -1.160376 0.01 -0.10 -0.45 0.4385
H -2.238194 1.555236 -0.686934 0.31 0.20 -0.06 0.4464